91
Properties=species:S:1:pos:R:3:forces:R:3:mulliken_charge:R:1 method="wB97M-V/def2-TZVPD" max_force_ev_per_a=0.3 energy_ha=-3914.56800 total_charge=+1 e_homo_ev=-11.238 spin_multiplicity=1
Br -1.234993 -1.954732 -0.842428 -0.1529 0.1362 -0.0110 -0.07
O 4.996674 -1.653450 5.462942 0.0103 -0.0510 -0.0666 -0.38
O -2.692030 0.556315 2.960353 0.0041 0.0200 0.0328 -0.20
N 0.478938 2.412285 -1.759974 0.0772 0.1780 0.0404 0.03
N 3.090005 -2.405944 3.404068 -0.0669 0.0670 0.0675 -0.54
N -2.082323 2.275721 5.260275 0.0107 -0.0138 -0.0872 -0.70
C -0.049159 -1.946535 0.736522 0.0751 0.1160 0.1326 -0.13
C -3.856396 0.930109 -2.589767 -0.0771 0.0612 0.0173 -1.35
C -0.857057 1.404721 0.078910 -0.0405 -0.0432 -0.1209 -0.58
C 0.199154 -0.536180 1.305748 0.1188 0.0200 -0.0171 1.21
C 2.751042 -0.118369 -3.538320 0.0924 0.0583 0.0452 -0.99
C 6.258240 -1.101560 5.138397 0.0017 0.0593 0.0542 -0.64
C 3.877092 -0.842652 5.184566 0.0522 0.0161 0.0006 -0.97
C 0.476162 0.660231 0.365189 0.0295 -0.0747 0.0511 0.74
C 1.368192 0.291592 -0.843593 -0.1110 -0.0187 -0.0197 -0.10
C -0.349842 -0.908974 -5.813038 -0.1008 -0.1296 -0.0341 -0.91
C 3.329345 -1.005187 3.763137 -0.0700 -0.0046 -0.0063 0.83
C -3.684777 0.206535 -5.023194 -0.0053 0.2193 0.0009 -1.08
C 1.613751 -0.900554 -4.192971 -0.0826 -0.2351 -0.1540 -0.48
C 1.201359 -2.773278 0.434899 0.1483 0.0947 0.0433 -1.01
C -1.510915 -0.038252 -6.325084 0.1553 0.1109 0.0515 -0.74
C 0.805100 -0.109077 -5.218650 0.2141 0.1584 -0.0040 -0.40
C 4.187560 -0.355081 2.684061 0.0125 -0.0175 0.0044 -0.89
C -3.166052 0.017605 -3.598947 0.1114 -0.0353 -0.0723 1.51
C -3.657996 1.443787 3.508544 0.0035 -0.0689 0.0071 -0.91
C 2.306407 1.257646 -3.022795 0.0244 -0.0974 0.1961 -1.34
C -3.768437 0.662164 5.946524 0.0240 -0.0150 -0.0125 -1.42
C -3.434042 1.793280 4.981782 -0.0005 0.0880 0.0490 0.40
C -2.951491 -0.823280 3.149333 0.0835 0.0475 -0.0690 -0.75
C 1.097328 1.079266 -2.119940 -0.1150 0.0832 0.0614 1.49
C -0.911928 2.198924 -1.226579 0.1284 -0.1052 -0.1030 -0.10
C -2.913391 -0.612831 -6.056025 0.0751 -0.1971 0.0518 -0.92
H 1.048608 -0.665705 1.987567 -0.0634 0.0133 -0.0900 -1.14
H 2.022973 -1.789405 -4.684501 0.0195 0.0573 0.0917 0.63
H 3.624406 -0.283822 1.750393 0.0100 -0.0202 -0.0055 -0.28
H -1.693642 0.708266 0.066098 0.0378 -0.0348 0.0239 0.20
H 2.054282 1.912494 -3.863260 0.0128 -0.0341 0.0128 0.56
H 6.994780 -1.587560 5.775062 0.0090 -0.0033 -0.0147 0.26
H 0.454465 3.007960 -2.590043 -0.0082 -0.0563 0.0487 0.53
H 3.943054 -2.929358 3.583234 0.0100 0.0104 -0.0514 0.26
H -2.984413 -0.096759 5.948533 -0.0077 -0.0022 -0.0073 0.29
H 6.532839 -1.270217 4.093884 -0.0176 -0.0050 -0.0014 0.22
H -1.376898 0.167307 -7.389748 -0.0123 -0.0243 0.0491 0.55
H 0.295950 0.586878 -2.677847 0.0692 0.0551 0.0730 -1.45
H -1.440139 0.940055 -5.829815 -0.0526 -0.0477 -0.0698 0.32
H -4.115622 2.625053 5.189715 -0.0307 -0.0304 -0.0006 0.44
H -4.662609 1.028305 3.360340 -0.0073 0.0364 0.0066 0.43
H 3.586832 0.015488 -4.230071 -0.1061 0.0277 -0.0034 0.47
H -1.417508 1.649151 -2.023179 -0.0065 0.0622 0.1756 -0.44
H -2.412686 -1.339038 2.355360 -0.1250 -0.1612 -0.0043 0.10
H -4.713073 0.180606 5.689143 -0.0040 0.0034 0.0032 0.35
H 3.101948 -1.157541 5.887467 0.0087 0.0002 0.0107 0.39
H -3.485483 1.958608 -2.661206 -0.1291 -0.0484 -0.0789 0.34
H -3.579826 2.359826 2.917732 0.0122 0.0009 -0.0144 0.29
H 2.418461 0.399413 -0.553026 -0.0449 0.0421 -0.0304 0.03
H -4.018154 -1.047961 3.063546 0.0022 0.0100 -0.0251 0.45
H -2.588855 -1.190483 4.112037 -0.0347 0.0313 0.0153 0.23
H -4.753706 -0.026523 -5.054735 0.0718 -0.0788 0.0406 0.42
H -0.719249 -1.591145 -5.036637 -0.0454 0.0987 -0.0341 0.40
H 4.109894 0.211306 5.387910 -0.0263 -0.0034 -0.0082 0.44
H 6.276976 -0.024429 5.335149 0.0178 -0.0083 0.0145 0.30
H 0.935741 -1.288416 -3.419076 0.0245 0.0241 -0.0929 -0.06
H -1.395060 3.168952 -1.113898 0.0733 -0.0170 0.0077 0.43
H -1.894681 3.130713 4.748665 -0.0082 0.0212 0.0308 0.27
H 1.068967 1.365486 0.959485 -0.0330 -0.0704 0.0097 0.51
H -4.933870 0.967449 -2.771702 0.0758 -0.0389 0.0357 0.45
H 2.401554 -2.803267 4.036092 -0.0024 -0.0127 -0.0111 0.29
H -3.598989 1.270037 -5.285848 -0.0896 -0.0669 -0.0185 0.37
H -2.080422 0.206692 -3.591076 -0.0486 -0.0721 0.0144 -1.04
H -1.410035 1.589273 4.932486 -0.0011 -0.0032 0.0301 0.26
H -3.842434 1.051628 6.960175 0.0171 -0.0035 0.0029 0.35
H 4.507947 0.646356 2.975673 -0.0073 0.0072 -0.0039 0.40
H 1.057115 2.893351 -1.066998 0.0037 -0.0112 -0.0572 0.47
H 1.230724 -0.749328 -1.115986 0.0282 -0.0689 0.0421 -0.44
H -3.282542 -1.032912 -3.310257 -0.0429 0.0699 0.0029 0.23
H 1.491479 0.255872 -5.993587 -0.1581 0.0144 -0.0162 0.44
H -3.712074 0.594924 -1.560134 0.0482 -0.0232 -0.0074 0.18
H -3.488565 -0.694860 -6.979750 0.0168 0.1006 0.0345 0.36
H -0.648721 -0.244813 1.928499 0.0462 -0.0204 -0.0058 -0.73
H 5.076721 -0.951806 2.478223 0.0014 0.0086 0.0093 0.35
H -0.646597 -2.471544 1.478690 0.0120 -0.0031 -0.0539 0.67
H 0.012545 -1.549788 -6.622917 0.0107 -0.0248 0.1202 0.52
H -2.803229 -1.636154 -5.676114 -0.1053 0.0296 -0.0957 0.40
H 3.140518 -0.698567 -2.695812 0.0568 0.0269 -0.0858 0.38
H 3.124986 1.730325 -2.467526 -0.0618 -0.0108 -0.0291 0.45
H 0.380370 0.791523 -4.750258 0.0470 -0.1075 -0.0653 0.12
H 1.070701 -3.806631 0.756794 -0.0548 0.0475 -0.0397 0.37
H 2.353731 -0.502268 3.765266 0.0265 0.0262 0.0376 0.07
H 2.041447 -2.360174 0.999234 0.0004 -0.1757 -0.0269 0.19
H 1.456772 -2.801705 -0.624236 -0.0117 0.0926 0.0176 0.26
H -1.033224 2.074636 0.922846 -0.0527 -0.0558 -0.0417 0.31